A structure of composition C13H18N5O4S2Ti at a distorted geometry. Source: the Open Molecules 2025 dataset; level of theory: the ωB97M-V functional and the def2-TZVPD basis.

Each line ends with the Löwdin charge.
Geometry (Å):
Ti (1.0407, -0.8202, -0.2730)  0.714
N (2.4737, -0.2821, -1.8766)  -0.070
C (3.1804, 0.9699, -1.5867)  -0.151
C (3.0845, 1.3383, -0.1076)  -0.557
O (3.9036, 2.1232, 0.3796)  -0.015
N (2.0533, 0.7468, 0.5035)  -0.097
C (1.8669, 0.9622, 1.9233)  -0.138
C (0.6973, 0.1184, 2.4152)  -0.618
O (0.3445, 0.1683, 3.5798)  0.027
O (0.1159, -0.6022, 1.4852)  -0.167
H (3.0694, -1.1027, -1.8802)  0.063
H (1.9163, -0.2477, -2.7179)  0.059
H (2.7088, 1.7777, -2.1492)  0.119
H (4.2345, 0.9332, -1.8638)  0.110
H (1.6360, 2.0084, 2.1460)  0.126
H (2.7633, 0.7001, 2.4906)  0.125
O (0.8711, -2.3611, -1.4238)  -0.336
N (0.3979, -2.7364, -0.1608)  -0.346
C (-0.9399, -3.2707, -0.1209)  -0.119
C (-1.2370, -4.2904, 0.7501)  -0.199
C (-0.3308, -4.8748, 1.6270)  -0.199
C (0.9983, -4.3293, 1.5877)  -0.179
C (1.3726, -3.3656, 0.7277)  -0.686
S (2.9047, -2.4482, 0.6363)  0.503
H (-1.6310, -2.7728, -0.7805)  0.071
H (-2.2730, -4.6246, 0.7428)  0.078
H (-0.6192, -5.6267, 2.3472)  0.038
H (1.7536, -4.6600, 2.2936)  0.081
S (-0.7060, 0.2847, -1.7227)  0.564
C (-0.9851, 1.8750, -0.9995)  -0.754
N (-1.3990, 1.9905, 0.3423)  -0.040
C (-2.8478, 2.1114, 0.5127)  -0.230
C (-3.3451, 3.2803, -0.3246)  -0.209
C (-2.9367, 3.0663, -1.7740)  -0.255
N (-1.4782, 2.9159, -1.8305)  -0.077
H (-1.0464, 1.2025, 0.8691)  0.066
H (-3.0663, 2.2660, 1.5713)  0.108
H (-3.3650, 1.1920, 0.1928)  0.114
H (-2.8859, 4.2031, 0.0421)  0.105
H (-4.4318, 3.3742, -0.2444)  0.098
H (-3.2353, 3.9153, -2.3962)  0.097
H (-3.4456, 2.1659, -2.1567)  0.106
H (-1.1822, 2.7261, -2.7765)  0.070

Calculated values
Gap between HOMO and LUMO (alpha / beta)   0.1369 / 0.1363 hartree
HOMO level (alpha / beta)   0.993 / 0.988 eV
Multiplicity   2
Total charge   -2

A structure of composition C13H18NO8PS2Ti at a distorted geometry. Source: the Open Molecules 2025 dataset; level of theory: the ωB97M-V functional and the def2-TZVPD basis.

Each line ends with the Löwdin charge.
Geometry (Å):
Ti (0.3788, -1.1107, 0.4884)  0.866
O (3.5726, 0.9123, -0.8203)  0.219
C (2.3748, 0.4411, -0.6118)  -0.388
O (2.2152, -0.7060, -0.1694)  -0.023
C (1.2036, 1.2368, -0.8964)  -0.130
C (1.0704, 2.5611, -1.3003)  0.054
C (-0.2024, 3.0921, -1.4015)  0.000
C (-1.3207, 2.3237, -1.0762)  0.071
C (-1.1049, 1.0246, -0.6603)  -0.104
N (0.1125, 0.5059, -0.6225)  0.037
C (-2.1082, 0.0298, -0.0782)  -0.508
O (-3.2964, 0.2103, -0.1092)  0.136
O (-1.4738, -0.9825, 0.4431)  -0.131
H (4.2188, 0.2532, -0.5218)  0.164
H (1.9581, 3.1489, -1.4901)  0.132
H (-0.3387, 4.1206, -1.7064)  0.122
H (-2.3246, 2.7216, -1.1163)  0.137
O (0.8925, -1.2554, 2.1957)  -0.264
O (0.6332, 0.0642, 1.8445)  -0.258
C (-1.2998, -3.2637, 3.0204)  -0.042
C (-1.5177, -4.1744, 1.8292)  -0.392
C (-1.0110, -5.5756, 2.1100)  -0.087
O (-0.9368, -3.5682, 0.6188)  -0.344
P (0.3409, -3.8855, -0.2777)  -0.161
S (0.5309, -5.7610, -0.8386)  0.270
S (0.2234, -2.5103, -1.7442)  0.394
O (1.4904, -3.3490, 0.7502)  -0.372
C (2.9428, -3.5062, 0.7269)  -0.439
C (3.5034, -3.9813, -0.6014)  -0.077
C (3.3047, -4.4143, 1.8854)  -0.034
H (-1.8613, -3.6438, 3.8746)  0.089
H (-1.6431, -2.2565, 2.7945)  0.076
H (-0.2436, -3.2244, 3.2762)  0.077
H (-2.5794, -4.2030, 1.5838)  0.147
H (0.0714, -5.5675, 2.2378)  0.068
H (-1.2656, -6.2625, 1.3082)  0.048
H (-1.4687, -5.9340, 3.0339)  0.086
H (3.3080, -2.5010, 0.9321)  0.119
H (3.2241, -5.0130, -0.7953)  0.039
H (4.5929, -3.9160, -0.5631)  0.087
H (3.1405, -3.3576, -1.4183)  0.061
H (2.9627, -5.4321, 1.6935)  0.085
H (2.8432, -4.0423, 2.8002)  0.086
H (4.3877, -4.4293, 2.0158)  0.086

Calculated values
Gap between HOMO and LUMO   0.2126 hartree
HOMO level   -7.873 eV
Total charge   0

A cluster of 8 separate species, C13H19BBr2Cl24O3P in total at a distorted geometry. Source: the Open Molecules 2025 dataset; level of theory: the ωB97M-V functional and the def2-TZVPD basis.

Each line ends with the Löwdin charge.
Geometry (Å):
C (-5.7154, -1.2938, 0.7362)  -0.180
C (-5.5638, -1.5639, -0.7483)  -0.681
Br (-6.9927, -0.5104, -1.6783)  0.569
C (-4.1886, -1.2927, -1.3677)  -0.161
B (-2.9483, -0.8157, -0.4211)  -0.981
P (-2.7080, 1.1396, 0.0885)  0.744
O (-4.1326, 1.6404, 0.8061)  -0.449
Br (-2.9353, 2.1224, -1.9805)  0.309
O (-1.6780, -0.9738, -1.2282)  -0.138
C (-0.7650, -1.5732, -0.3339)  -0.248
C (-1.6375, -2.4534, 0.5178)  -0.202
O (-2.7214, -1.5943, 0.8228)  -0.079
H (-5.3551, -0.2987, 0.9868)  0.029
H (-5.1361, -2.0367, 1.2909)  0.085
H (-6.7620, -1.3774, 1.0430)  0.029
H (-5.8889, -2.5848, -0.9551)  0.072
H (-4.2909, -0.5500, -2.1646)  0.044
H (-3.8459, -2.2130, -1.8617)  0.102
H (-3.9142, 2.3162, 1.4454)  0.005
H (0.0401, -2.0878, -0.8709)  0.119
H (-0.3342, -0.8023, 0.3236)  0.086
H (-1.9906, -3.3077, -0.0827)  0.123
H (-1.1698, -2.8125, 1.4405)  0.117
C (3.3326, -1.5436, 2.3233)  -1.549
Cl (4.6629, -0.5279, 1.7489)  0.478
Cl (1.8880, -0.5536, 2.4034)  0.555
Cl (3.1154, -2.9284, 1.2531)  0.526
H (3.5707, -1.9171, 3.3102)  0.010
C (-7.1231, 0.2464, 4.3759)  -1.548
Cl (-5.7452, -0.5734, 5.1151)  0.524
Cl (-6.6031, 1.3243, 3.0899)  0.573
Cl (-8.3037, -0.9184, 3.7730)  0.505
H (-7.6039, 0.8375, 5.1436)  0.004
C (7.7392, 2.4223, 1.3303)  -1.537
Cl (9.2001, 1.5012, 1.7003)  0.494
Cl (8.1463, 3.9816, 0.6088)  0.526
Cl (6.6675, 1.5056, 0.2831)  0.495
H (7.2244, 2.6128, 2.2628)  0.015
C (-11.0776, -1.7095, 0.1250)  -1.560
Cl (-11.1315, -1.5219, -1.6266)  0.516
Cl (-10.6217, -3.3623, 0.5649)  0.509
Cl (-9.9966, -0.5462, 0.8667)  0.511
H (-12.0755, -1.5376, 0.5053)  0.004
C (6.3238, 0.3712, -3.5762)  -1.574
Cl (5.2623, -0.0302, -2.2350)  0.508
Cl (7.7823, -0.6174, -3.6177)  0.530
Cl (5.4195, 0.2790, -5.0828)  0.517
H (6.6203, 1.4027, -3.4332)  -0.026
C (3.8690, 4.1866, -4.6195)  -1.546
Cl (5.2024, 3.9898, -3.4657)  0.520
Cl (2.9795, 2.6899, -4.8038)  0.522
Cl (2.8127, 5.5063, -4.1197)  0.532
H (4.3022, 4.4515, -5.5747)  0.008
C (13.0753, -1.0283, 2.8992)  -1.560
Cl (12.0766, 0.2484, 2.2099)  0.502
Cl (13.6432, -0.5874, 4.5101)  0.521
Cl (12.2096, -2.5613, 2.9311)  0.530
H (13.9434, -1.1489, 2.2650)  0.008
C (-0.1002, 1.7232, -1.7910)  -1.575
Cl (-0.9534, 2.2457, -3.2415)  0.318
Cl (1.3604, 0.8410, -2.2165)  0.511
Cl (0.2845, 3.1094, -0.7653)  0.503
H (-0.7449, 1.0602, -1.2379)  -0.111

Calculated values
Gap between HOMO and LUMO   0.2090 hartree
HOMO level   -4.152 eV
Total charge   -1

A structure of composition C13H19BN2O12Tl at a distorted geometry. Source: the Open Molecules 2025 dataset; level of theory: the ωB97M-V functional and the def2-TZVPD basis.

Each line ends with the Löwdin charge.
Geometry (Å):
Tl (0.8941, 25.3223, 7.7484)  0.996
N (-0.2999, 20.4224, 12.9761)  -0.594
O (0.6336, 20.0484, 13.5990)  0.231
O (-1.4021, 19.8216, 13.0763)  0.183
O (-0.2173, 21.5348, 12.4656)  0.168
O (6.6782, 28.4274, 8.1371)  0.175
C (7.8209, 28.4633, 8.4987)  -0.390
O (8.1217, 28.3691, 9.7753)  0.228
B (9.4856, 27.7850, 9.9888)  -0.820
O (10.0692, 27.8172, 8.6239)  0.202
C (9.0296, 28.0662, 7.6786)  -0.268
O (9.0324, 27.9989, 6.4684)  0.186
O (10.3457, 28.5671, 10.9766)  0.261
C (10.6785, 27.8138, 11.9811)  -0.378
O (11.2744, 28.1401, 12.9751)  0.242
C (10.1247, 26.4315, 11.7531)  -0.260
O (9.5175, 26.4706, 10.5472)  0.268
O (10.2176, 25.4642, 12.5293)  0.200
C (3.0041, 24.0334, 1.4443)  -0.056
C (2.0926, 24.3950, 0.3089)  -0.441
C (1.6984, 23.0339, -0.3676)  -0.120
C (0.5097, 23.1502, -1.3351)  -0.167
C (-0.5966, 23.7462, -0.4830)  -0.156
C (-0.3838, 25.1336, 0.2360)  -0.464
N (0.8663, 25.0518, 0.9434)  -0.084
O (1.1215, 26.1647, 1.5672)  0.024
C (-0.3745, 26.1819, -0.8598)  -0.008
C (-1.6328, 25.3273, 1.1930)  -0.004
C (2.9204, 25.2456, -0.7161)  0.005
H (3.2943, 24.8428, 2.1142)  0.088
H (3.9139, 23.5701, 1.0627)  0.097
H (2.5279, 23.2747, 2.0653)  0.084
H (2.5097, 22.8298, -1.0664)  0.121
H (1.5982, 22.2661, 0.3996)  0.122
H (0.1464, 22.1566, -1.5975)  0.123
H (0.5829, 23.8406, -2.1753)  0.107
H (-0.7172, 23.0199, 0.3208)  0.114
H (-1.5085, 23.6988, -1.0782)  0.128
H (-1.3780, 26.5854, -0.9950)  0.097
H (0.1905, 27.0367, -0.4881)  0.073
H (0.1456, 26.0320, -1.8059)  0.092
H (-1.4098, 26.1067, 1.9216)  0.074
H (-2.5158, 25.6434, 0.6375)  0.083
H (-2.0268, 24.4661, 1.7326)  0.080
H (2.5189, 25.1307, -1.7230)  0.082
H (3.9523, 24.9075, -0.6220)  0.090
H (2.9271, 26.2952, -0.4223)  0.081
H (1.2264, 26.9239, 0.9891)  0.106

Calculated values
Gap between HOMO and LUMO   0.0397 hartree
HOMO level   -11.144 eV
Total charge   +1

A structure of composition C13H19CeClOSi at a distorted geometry. Source: the Open Molecules 2025 dataset; level of theory: the ωB97M-V functional and the def2-TZVPD basis.

Each line ends with the Löwdin charge.
Geometry (Å):
C (1.8331, 1.4347, -0.3287)  -0.196
C (2.3156, 0.7131, -1.4712)  -0.188
C (2.7771, -0.5579, -1.0143)  -0.178
H (2.4359, 1.0945, -2.4869)  0.115
C (2.6005, -0.6287, 0.3945)  -0.122
C (2.0243, 0.5971, 0.8248)  -0.158
H (1.8524, 0.8720, 1.8623)  0.081
H (1.4416, 2.4524, -0.3382)  0.111
H (3.2416, -1.3248, -1.6320)  0.110
H (2.9344, -1.4296, 1.0543)  0.110
Ce (-0.2252, -0.3403, -0.8173)  0.848
Cl (-1.5979, 1.5674, -1.7857)  0.180
C (-1.6131, -2.0481, -2.1181)  -0.176
C (-0.6926, -2.8252, -1.3338)  -0.155
C (0.6376, -2.5156, -1.7686)  -0.187
H (-0.9645, -3.5841, -0.5978)  0.128
C (0.5372, -1.5753, -2.8546)  -0.192
C (-0.8514, -1.2908, -3.0736)  -0.208
H (-1.2560, -0.6508, -3.8571)  0.118
H (-2.7045, -2.0830, -2.0660)  0.130
H (1.5509, -2.9560, -1.3691)  0.121
H (1.3476, -1.1572, -3.4490)  0.126
C (-2.1931, 0.2898, 3.6769)  -0.171
Si (-1.4121, 1.2348, 2.2583)  0.338
C (-2.5767, 2.5237, 1.5034)  -0.182
C (0.0436, 2.2472, 2.9218)  -0.172
O (-0.9121, 0.1317, 1.1284)  -0.487
H (-2.5628, 0.9670, 4.4577)  0.032
H (-1.4665, -0.3961, 4.1331)  0.032
H (-3.0349, -0.3163, 3.3213)  0.029
H (-2.9359, 3.2465, 2.2546)  0.035
H (-2.0503, 3.0676, 0.7065)  0.010
H (-3.4529, 2.0377, 1.0574)  0.028
H (0.7443, 1.6295, 3.4972)  0.028
H (0.6036, 2.7117, 2.1011)  0.025
H (-0.2749, 3.0609, 3.5892)  0.038

Calculated values
Gap between HOMO and LUMO   0.2747 hartree
HOMO level   -8.358 eV
Total charge   0

A structure of composition C13H19Cl2GaN at a distorted geometry. Source: the Open Molecules 2025 dataset; level of theory: the ωB97M-V functional and the def2-TZVPD basis.

Each line ends with the Löwdin charge.
Geometry (Å):
Ga (0.7999, -2.1066, 0.1375)  -0.309
Cl (0.5454, -0.3260, -1.1903)  0.243
Cl (-0.7895, -1.4280, 1.5356)  0.127
C (0.6853, -3.8616, -0.5067)  -0.315
H (0.9241, -4.5935, 0.3109)  -0.116
H (1.6008, -4.0469, -1.1356)  -0.118
C (2.1923, -0.1795, 1.8664)  -0.123
C (2.4926, -1.2246, 1.1224)  -0.317
H (1.4926, -0.2189, 2.6864)  0.090
C (3.4315, -1.2054, -0.0439)  -0.254
H (2.2419, -2.2832, 1.4588)  0.105
C (4.4995, -0.1739, 0.2022)  -0.202
H (3.8062, -2.2037, -0.2584)  0.117
H (2.8606, -0.9168, -0.9311)  0.038
C (3.8647, 1.1746, 0.4975)  -0.192
H (5.0453, -0.5270, 1.0752)  0.111
H (5.1866, -0.1170, -0.6384)  0.107
C (2.6503, 1.1528, 1.4273)  -0.184
H (4.6128, 1.8392, 0.9254)  0.098
H (3.5456, 1.6290, -0.4416)  0.110
H (2.7465, 1.9055, 2.2235)  0.111
H (1.7745, 1.5202, 0.8671)  0.104
C (-5.8134, 2.0427, -0.9745)  -0.072
C (-4.4665, 1.3832, -0.8315)  -0.293
C (-4.2867, 0.0584, -1.2494)  -0.035
C (-3.0094, -0.5143, -1.1308)  -0.144
N (-1.9801, 0.1829, -0.6849)  -0.113
C (-2.1340, 1.4187, -0.2124)  -0.159
C (-3.3762, 2.0693, -0.2841)  -0.040
H (-6.1728, 1.9909, -2.0110)  0.076
H (-6.5685, 1.5529, -0.3448)  0.078
H (-5.7581, 3.0967, -0.6834)  0.067
H (-5.1029, -0.5244, -1.6698)  0.102
H (-2.8222, -1.5543, -1.4042)  0.115
H (-1.2572, 1.8942, 0.2185)  0.094
H (-3.4615, 3.0943, 0.0721)  0.096

Calculated values
Gap between HOMO and LUMO (alpha / beta)   0.2047 / 0.2047 hartree
HOMO level (alpha / beta)   -2.615 / -2.616 eV
Total charge   -1

In order of appearance, E_tot = -2726.84288, -3150.20747, -17291.36038, -1715.88542, -1806.92454, -3406.67775 Ha.